10
Properties=species:S:1:pos:R:3:mulliken_charge:R:1 method="wB97M-V/def2-TZVPD" smiles="NC(=O)NC=S" homo_lumo_gap_ev=8.3 spin_multiplicity=1
C 1.179 -0.238 -0.166 0.545
C -1.161 0.902 0.094 -0.047
H -0.542 -1.150 0.512 0.193
H 1.088 -2.352 -0.088 0.312
H 0.356 1.831 -0.147 0.267
H -1.725 1.980 0.579 0.253
N 0.544 -1.337 0.271 -0.382
N 0.142 0.798 -0.096 -0.171
O 2.318 0.061 -0.544 -0.578
S -2.197 -0.496 -0.415 -0.392

=====

10
Properties=species:S:1:pos:R:3:mulliken_charge:R:1 method="wB97M-V/def2-TZVPD" homo_lumo_gap_ev=10.0 spin_multiplicity=1
C 0.501 -1.203 0.860 0.159
C -0.219 0.591 -0.508 0.004
N 0.876 -0.899 -0.297 -0.454
N -0.577 0.882 0.872 -0.246
O -0.304 -0.465 1.542 -0.284
S -1.642 0.303 -1.550 -0.225
H 1.031 -2.127 1.439 0.304
H 0.356 1.424 -1.009 0.309
H 0.198 1.420 1.296 0.293
H -1.262 1.156 -2.598 0.141

=====

10
Properties=species:S:1:pos:R:3:mulliken_charge:R:1 method="wB97M-V/def2-TZVPD" homo_lumo_gap_ev=9.3 spin_multiplicity=1
C 1.504 0.261 -0.027 0.084
C -1.680 -0.279 0.266 -0.013
H 0.222 1.595 -0.170 0.295
H 2.518 -0.158 0.118 0.327
H 0.858 -1.558 -0.575 0.278
H -1.439 -0.707 1.218 0.361
N 1.245 1.492 -0.082 -0.596
N 0.512 -0.783 0.018 -0.321
O -0.682 -0.347 -0.637 -0.188
S -3.058 0.485 -0.129 -0.227

=====

10
Properties=species:S:1:pos:R:3:mulliken_charge:R:1 method="wB97M-V/def2-TZVPD" smiles="NC(=O)NC=S" homo_lumo_gap_ev=9.1 spin_multiplicity=1
C 1.383 0.097 -0.006 0.447
C -0.948 -0.892 -0.133 -0.045
H -0.349 1.243 0.057 0.219
H 1.077 2.347 -0.136 0.308
H 0.787 -1.871 0.407 0.229
H -1.473 -1.733 -0.208 0.407
N 0.705 1.255 0.235 -0.385
N 0.484 -0.988 0.319 -0.152
O 2.571 -0.170 -0.265 -0.592
S -1.971 0.267 -0.065 -0.437

=====

10
Properties=species:S:1:pos:R:3:mulliken_charge:R:1 method="wB97M-V/def2-TZVPD" smiles="C=CNSN=O" homo_lumo_gap_ev="8.4 / 8.4" spin_multiplicity=1
C 0.128 -0.359 0.065 0.044
C 0.081 0.916 0.006 -0.772
N -0.964 -1.129 -0.079 -0.281
N -2.711 0.639 -0.288 0.166
O -3.610 1.397 -0.287 -0.455
S -2.570 -0.873 0.283 0.134
H 1.106 -0.911 0.062 0.210
H 1.040 1.432 -0.070 0.218
H -0.828 1.412 -0.158 0.422
H -0.635 -2.156 -0.017 0.313

=====

10
Properties=species:S:1:pos:R:3:mulliken_charge:R:1 method="wB97M-V/def2-TZVPD" smiles="NC(=O)C(N)=S" homo_lumo_gap_ev=8.7 spin_multiplicity=1
C -0.704 -0.280 0.000 0.755
C 0.726 0.316 0.009 0.051
H -1.682 -2.040 0.019 0.251
H 0.053 -2.136 0.017 0.147
H 1.497 2.172 -0.011 0.202
H -0.229 2.063 -0.018 0.247
N -0.774 -1.610 -0.008 -0.324
N 0.675 1.635 0.001 -0.279
O -1.661 0.490 -0.005 -0.653
S 2.099 -0.611 -0.005 -0.396

=====

10
Properties=species:S:1:pos:R:3:mulliken_charge:R:1 method="wB97M-V/def2-TZVPD" homo_lumo_gap_ev=10.4 spin_multiplicity=1
C 1.444 0.133 0.283 0.082
C -1.840 0.220 -0.355 0.096
H 1.187 -0.137 -1.588 0.235
H 2.011 0.567 1.087 0.338
H 0.145 -0.489 1.733 0.299
H -2.717 0.036 -1.014 0.308
N 1.802 0.332 -0.907 -0.585
N 0.397 -0.667 0.777 -0.300
O -1.601 1.253 0.209 -0.414
S -0.827 -1.248 -0.226 -0.058

=====

11
Properties=species:S:1:pos:R:3:mulliken_charge:R:1 method="wB97M-V/def2-TZVPD" homo_lumo_gap_ev=9.5 spin_multiplicity=1
C 0.860 -0.723 -0.002 0.147
C -1.062 0.715 -0.060 0.121
H 3.736 1.153 0.455 0.161
H 1.112 -1.778 0.021 0.393
H -0.354 1.548 -0.051 0.398
H -2.843 -1.370 -0.023 0.141
N 1.626 0.294 -0.020 -0.397
N -2.335 0.958 -0.064 -0.369
O -0.496 -0.570 0.041 -0.320
S 3.327 -0.004 -0.171 -0.163
S -3.571 -0.225 -0.125 -0.111

=====

11
Properties=species:S:1:pos:R:3:mulliken_charge:R:1 method="wB97M-V/def2-TZVPD" homo_lumo_gap_ev=8.6 spin_multiplicity=1
C -1.248 -0.867 -0.572 0.035
C 1.499 1.018 0.215 -0.023
H -3.361 1.301 -0.354 0.363
H -1.282 -1.636 -1.337 0.385
H -0.274 1.372 1.301 0.265
H 1.752 2.111 0.288 0.276
N -2.133 0.014 -0.943 -0.366
N 0.276 0.693 0.804 -0.250
O -2.432 1.023 -0.006 -0.361
S -0.255 -1.020 0.776 -0.004
S 2.387 -0.054 -0.572 -0.318

=====

11
Properties=species:S:1:pos:R:3:mulliken_charge:R:1 method="wB97M-V/def2-TZVPD" homo_lumo_gap_ev=9.3 spin_multiplicity=1
C 1.748 -0.126 1.026 0.224
C -1.595 -0.579 -0.607 0.200
H 0.049 2.574 2.012 0.178
H 2.674 -0.792 1.294 0.198
H 1.465 -1.887 0.404 0.296
H -1.906 0.069 0.602 0.271
N 1.554 0.991 1.383 -0.326
N 0.822 -0.999 0.338 -0.453
O -2.509 -0.743 -1.542 -0.500
S 0.050 1.641 0.879 -0.161
S -0.035 -0.999 -1.288 0.074

=====

11
Properties=species:S:1:pos:R:3:mulliken_charge:R:1 method="wB97M-V/def2-TZVPD" homo_lumo_gap_ev="7.8 / 6.9" spin_multiplicity=1
C -1.365 0.879 0.210 -0.087
C 0.180 -0.687 -0.860 -0.055
N -1.086 -0.162 -0.371 -0.422
N 0.809 -1.500 0.192 -0.506
O 0.514 1.534 1.742 -0.374
S 1.224 0.642 -1.636 -0.116
S -0.118 2.255 0.653 0.261
H -2.305 1.145 0.592 0.473
H -0.175 -1.316 -1.697 0.314
H 1.739 -1.568 0.082 0.234
H 0.582 -1.221 1.093 0.278

=====

9
Properties=species:S:1:pos:R:3:mulliken_charge:R:1 method="wB97M-V/def2-TZVPD" smiles=CNSC#N homo_lumo_gap_ev=10.2 spin_multiplicity=1
C 2.853 0.462 0.065 0.304
C 0.138 0.235 0.201 -0.844
N 3.338 1.506 0.005 -0.395
N 0.657 -0.989 -0.414 -0.380
S 2.276 -1.259 0.079 0.030
H 0.728 1.159 -0.119 0.304
H -0.870 0.375 0.051 0.309
H 0.464 0.117 1.234 0.364
H 0.838 -0.994 -1.438 0.308

=====

9
Properties=species:S:1:pos:R:3:mulliken_charge:R:1 method="wB97M-V/def2-TZVPD" smiles="C=NN1CS1" homo_lumo_gap_ev=9.1 spin_multiplicity=1
C 1.274 1.194 0.182 -0.164
C -0.996 -1.289 0.340 -0.161
N 1.219 -0.109 0.161 -0.313
N 0.161 -0.677 -0.245 0.030
S -1.577 0.370 -0.094 -0.249
H 2.222 1.862 0.307 0.237
H 0.246 1.602 0.221 0.141
H -1.602 -2.123 0.035 0.265
H -0.896 -1.486 1.444 0.215

=====

9
Properties=species:S:1:pos:R:3:mulliken_charge:R:1 method="wB97M-V/def2-TZVPD" homo_lumo_gap_ev="5.4 / 5.4" spin_multiplicity=1
C 0.339 0.613 0.221 -0.322
C -0.811 -0.227 -0.369 -0.202
N 0.994 -0.654 0.372 0.205
N 0.052 -1.426 -0.107 -0.250
S -2.556 0.368 0.068 -0.414
H 0.834 1.313 -0.455 0.249
H 0.111 1.099 1.168 0.253
H -0.908 -0.149 -1.454 0.224
H 1.944 -0.936 0.556 0.257

=====

10
Properties=species:S:1:pos:R:3:mulliken_charge:R:1 method="wB97M-V/def2-TZVPD" smiles="C=[NH+][S-].N=C=S" homo_lumo_gap_ev="8.0 / 8.0" spin_multiplicity=1
C 0.622 1.325 -2.338 0.416
C -1.303 1.201 0.759 -0.337
N 1.027 0.233 -2.635 -0.394
N -1.349 -0.092 1.139 -0.131
S -0.143 2.672 -2.369 -0.317
S -0.195 -1.033 1.578 -0.308
H -0.359 1.720 0.471 0.239
H -2.161 1.810 0.588 0.267
H 1.560 -0.295 -1.999 0.308
H -2.283 -0.474 1.229 0.256

=====

10
Properties=species:S:1:pos:R:3:mulliken_charge:R:1 method="wB97M-V/def2-TZVPD" homo_lumo_gap_ev=8.5 spin_multiplicity=1
C -0.692 0.170 -1.163 -0.200
C 0.785 1.396 0.799 -0.124
H 0.639 -1.563 0.123 0.222
H -0.673 -2.443 0.450 0.291
H -1.358 0.611 -1.900 0.436
H -0.113 1.111 1.337 0.341
N -0.360 -1.475 0.366 -0.387
N -1.127 -0.911 -0.592 -0.288
S 0.857 0.887 -0.846 -0.076
S 2.042 2.217 1.427 -0.216

=====

10
Properties=species:S:1:pos:R:3:mulliken_charge:R:1 method="wB97M-V/def2-TZVPD" smiles="NC(=S)NC=S" homo_lumo_gap_ev=8.1 spin_multiplicity=1
C 0.542 -0.200 -0.427 0.324
C -0.456 1.074 1.351 -0.009
H 0.887 -1.303 -2.055 0.276
H -0.259 -1.978 -1.044 0.245
H -1.449 0.154 -0.179 0.311
H 0.646 1.289 1.605 0.188
N 0.115 -1.091 -1.401 -0.562
N -0.534 0.343 0.218 -0.162
S 2.205 0.053 -0.285 -0.329
S -1.698 1.659 2.216 -0.282

=====

10
Properties=species:S:1:pos:R:3:mulliken_charge:R:1 method="wB97M-V/def2-TZVPD" smiles="[H]/N=C(/N)SC=S" homo_lumo_gap_ev=8.4 spin_multiplicity=1
C 0.600 -0.131 -0.501 0.584
C -1.634 0.312 1.259 -0.274
H 2.320 -0.646 -1.472 0.278
H 2.490 -0.030 0.113 0.232
H -1.060 0.229 -1.419 0.265
H -2.167 -0.349 0.535 0.330
N 1.911 -0.547 -0.516 -0.518
N -0.105 -0.183 -1.565 -0.654
S 0.122 0.188 1.214 -0.060
S -2.477 1.157 2.353 -0.183

=====

11
Properties=species:S:1:pos:R:3:mulliken_charge:R:1 method="wB97M-V/def2-TZVPD" homo_lumo_gap_ev=7.6 spin_multiplicity=1
C -2.010 0.558 0.238 -0.344
C 0.626 -0.356 -0.227 0.135
N -1.271 -0.095 1.052 0.049
N -0.195 -0.595 1.016 -0.148
S 0.068 0.686 -1.457 -0.255
S 2.124 0.259 0.634 -0.192
S 1.112 -2.076 -0.788 -0.172
H -2.931 0.197 -0.118 0.282
H -1.916 1.729 0.292 0.308
H 2.002 1.506 0.108 0.173
H 2.391 -1.812 -0.750 0.163

=====

11
Properties=species:S:1:pos:R:3:mulliken_charge:R:1 method="wB97M-V/def2-TZVPD" smiles="S=C1NSCSN1" homo_lumo_gap_ev=8.5 spin_multiplicity=1
C 0.094 1.303 0.194 0.458
C -0.121 -1.674 -0.271 -0.557
H -0.884 1.623 -1.601 0.272
H 0.213 -2.731 -0.478 0.291
H -1.244 -1.791 0.077 0.317
H 0.778 0.916 1.999 0.248
N -0.363 0.932 -0.999 -0.263
N 0.783 0.436 1.078 -0.317
S -0.254 2.865 0.625 -0.467
S 0.013 -0.586 -1.707 -0.008
S 0.985 -1.294 1.083 0.027